Entry from OMol25: a structure of composition C22H25BaNO5PSSi (ωB97M-V/def2-TZVPD).

Max |F|, eV/Å: 3.103
HOMO level, eV: -3.50
Calculated total energy, eV: -63645.047
Frontier orbital gap, hartree: 0.217
Total charge: -1

The geometry in XYZ format:
```
57
Properties=species:S:1:pos:R:3:forces:R:3:mulliken_charge:R:1
Ba 1.998 -0.781 -2.373 1.0 -2.0 2.1 1.644
O 0.157 -2.211 -3.318 -0.2 0.1 -0.4 -0.942
N -1.065 -1.840 -2.871 0.5 0.1 0.2 -0.214
C -1.110 -1.570 -1.622 -0.4 0.2 0.1 -0.307
C -2.327 -0.974 -1.048 0.1 -0.1 0.0 0.602
C -3.590 -1.375 -1.497 0.1 0.0 0.1 -0.910
C -4.733 -0.832 -0.947 0.0 0.0 0.0 -0.430
C -4.641 0.113 0.072 0.0 0.0 0.0 -0.801
C -3.397 0.525 0.507 0.1 0.0 0.0 0.163
C -2.227 0.003 -0.051 -0.2 0.1 0.1 -0.232
P -0.583 0.696 0.391 0.2 -0.2 -0.1 0.608
C -0.706 0.856 2.210 -0.1 0.1 0.0 0.352
C -0.220 -0.207 2.966 0.0 -0.1 0.0 -0.705
C -0.292 -0.182 4.352 0.0 0.0 0.0 -0.533
C -0.836 0.915 5.000 0.0 0.0 0.0 -0.381
C -1.309 1.988 4.257 0.0 0.0 0.0 -0.773
C -1.245 1.958 2.873 0.0 0.0 0.0 -0.213
C -0.739 2.412 -0.202 0.0 0.0 0.0 0.416
C -1.606 2.759 -1.233 0.0 0.0 0.0 -0.430
C -1.581 4.035 -1.776 0.0 0.0 0.0 -0.519
C -0.694 4.984 -1.295 0.0 0.0 0.0 -0.511
C 0.180 4.646 -0.270 0.0 0.1 0.0 -0.613
C 0.164 3.368 0.262 0.0 0.0 0.0 -0.766
H 0.159 -0.894 -4.524 0.2 0.4 0.3 0.440
H -0.260 -1.675 -0.942 0.0 -0.2 -0.2 0.729
H -3.641 -2.122 -2.278 0.0 0.0 0.0 0.498
H -5.704 -1.154 -1.305 0.0 0.0 0.0 0.379
H -5.537 0.527 0.516 0.0 0.0 0.0 0.404
H -3.321 1.277 1.284 0.0 0.0 0.0 0.337
H 0.236 -1.060 2.475 0.0 0.0 0.0 0.383
H 0.095 -1.019 4.919 0.0 0.0 0.0 0.420
H -0.884 0.939 6.081 0.0 0.0 0.0 0.368
H -1.729 2.854 4.756 0.0 0.0 0.0 0.384
H -1.611 2.802 2.301 0.0 0.0 0.0 0.418
H -2.290 2.026 -1.639 0.0 0.0 0.0 0.316
H -2.248 4.275 -2.594 0.0 0.0 0.0 0.386
H -0.670 5.976 -1.727 0.0 0.0 0.0 0.369
H 0.888 5.374 0.105 0.0 0.0 0.0 0.384
H 0.870 3.115 1.047 0.0 0.0 0.0 0.461
O 0.693 2.382 -4.954 0.0 -0.2 -0.1 -0.607
S 0.992 1.183 -4.247 -0.1 -0.2 0.2 1.077
O 0.301 -0.019 -5.002 -0.2 0.2 -0.8 -0.468
O 2.434 0.802 -4.190 -0.5 0.9 -0.8 -0.772
O 0.464 1.079 -2.864 -0.3 0.9 -0.6 -0.630
C 3.420 -4.638 -0.552 0.0 0.0 0.1 -1.182
Si 3.615 -2.826 0.080 0.0 0.1 -0.2 0.050
C 2.839 -2.986 1.838 0.0 0.0 0.0 -1.226
C 5.485 -2.848 0.542 0.0 0.1 0.0 -1.200
H 3.812 -5.342 0.193 0.0 0.0 0.0 0.313
H 3.963 -4.810 -1.485 0.0 0.0 0.0 0.297
H 2.377 -4.903 -0.746 0.0 0.0 0.0 0.320
H 3.290 -3.812 2.403 0.0 0.0 0.0 0.393
H 1.762 -3.172 1.787 0.0 0.0 0.0 0.292
H 2.983 -2.067 2.414 0.0 0.0 0.0 0.292
H 5.722 -3.723 1.160 0.0 0.0 0.0 0.300
H 5.766 -1.954 1.105 0.0 0.0 0.0 0.283
H 6.131 -2.879 -0.340 0.0 0.0 -0.1 0.286
```
Positions in Å, forces in eV/Å.

Entry from OMol25: an isolated molecule of C22H25ClN4O3 (ωB97M-V/def2-TZVPD).

Max |F|, eV/Å: 0.665
HOMO level, eV: -8.52
Structure (SMILES): Cc1ccc(C(=O)N2CCN(CCNC(=O)C(=O)Nc3ccc(Cl)cc3)CC2)cc1
Calculated total energy, eV: -47847.009
Frontier orbital gap, hartree: 0.331
Total charge: 0

The geometry in XYZ format:
```
55
Properties=species:S:1:pos:R:3:forces:R:3:mulliken_charge:R:1
C 0.741 7.176 -3.195 0.0 0.0 0.0 -1.406
C 0.899 5.701 -3.406 0.0 0.0 0.0 0.949
C 2.044 5.049 -2.958 -0.1 0.0 0.0 -0.688
C 2.209 3.692 -3.155 -0.1 -0.1 0.0 -0.640
C 1.219 2.951 -3.789 0.1 0.3 -0.1 0.287
C 0.078 3.597 -4.249 0.2 -0.1 0.0 -0.065
C -0.076 4.958 -4.059 0.0 0.0 0.0 -0.629
H -0.965 5.450 -4.426 -0.1 0.1 0.0 0.311
H -0.685 3.034 -4.767 -0.1 -0.1 0.0 0.442
C 1.444 1.498 -4.057 -0.1 0.0 -0.1 0.319
O 2.366 1.114 -4.754 0.3 0.1 0.0 -0.658
N 0.541 0.639 -3.518 -0.1 -0.2 0.0 0.069
C -0.408 0.962 -2.479 -0.1 0.1 0.5 -0.420
H -0.441 2.039 -2.322 -0.1 -0.1 0.0 0.567
C 0.009 0.254 -1.177 -0.2 0.3 -0.2 -1.346
N 0.150 -1.179 -1.332 0.0 0.0 0.2 0.297
C -1.089 -1.935 -1.377 0.1 -0.4 0.1 -0.499
H -1.424 -2.161 -2.398 -0.1 0.1 0.0 0.261
C -0.903 -3.253 -0.613 -0.3 0.1 -0.2 -1.060
N -0.492 -2.976 0.738 0.3 0.3 0.1 -0.049
C -1.153 -3.357 1.829 0.0 -0.1 -0.2 0.485
O -2.144 -4.070 1.870 -0.1 0.0 0.0 -0.750
C -0.518 -2.809 3.115 0.0 0.1 0.1 0.635
O 0.442 -2.063 3.088 0.0 0.0 0.1 -0.715
N -1.186 -3.271 4.189 -0.5 -0.4 -0.3 -0.015
C -0.967 -3.046 5.546 0.2 0.2 0.4 0.438
C 0.071 -2.238 6.004 0.0 0.0 -0.2 -0.371
C 0.249 -2.046 7.361 -0.2 -0.1 0.2 -0.720
C -0.607 -2.657 8.263 0.0 0.0 -0.2 0.341
C -1.644 -3.463 7.819 0.1 0.1 0.0 -0.625
C -1.822 -3.655 6.463 0.1 0.1 -0.1 -0.451
H -2.627 -4.282 6.110 -0.1 -0.1 0.0 0.369
H -2.305 -3.935 8.529 0.0 0.0 0.1 0.404
Cl -0.381 -2.415 9.959 0.0 0.0 0.2 -0.217
H 1.053 -1.421 7.718 0.1 0.1 0.0 0.395
H 0.731 -1.767 5.295 0.0 0.0 0.0 0.477
H -1.965 -3.879 3.937 0.2 0.2 0.0 0.179
H 0.287 -2.339 0.862 -0.1 -0.1 0.1 0.309
H -0.141 -3.867 -1.105 -0.1 0.0 0.0 0.272
H -1.839 -3.814 -0.569 0.1 0.0 -0.1 0.427
H -1.874 -1.359 -0.882 0.0 0.0 -0.1 0.508
C 1.078 -1.475 -2.409 0.0 0.1 -0.3 -0.930
C 0.698 -0.786 -3.727 0.2 -0.3 -0.1 -0.887
H 1.482 -0.927 -4.473 -0.1 0.0 0.1 0.505
H -0.245 -1.189 -4.114 0.1 0.0 0.0 0.250
H 1.128 -2.555 -2.556 0.1 0.0 0.0 0.361
H 2.067 -1.123 -2.099 0.0 -0.1 -0.1 0.427
H -0.716 0.462 -0.387 0.0 0.0 0.0 0.494
H 0.981 0.647 -0.863 0.0 0.1 0.0 0.348
H -1.403 0.616 -2.787 0.0 0.1 0.0 0.188
H 3.107 3.196 -2.818 0.1 0.0 0.0 0.443
H 2.814 5.616 -2.456 0.1 0.1 0.1 0.389
H 0.850 7.424 -2.140 0.0 0.1 0.0 0.338
H -0.233 7.518 -3.536 0.0 0.1 0.0 0.334
H 1.510 7.719 -3.744 0.0 0.1 0.0 0.324
```
Positions in Å, forces in eV/Å.